ORCA calculation (ωB97M-V/def2-TZVPD) on a 21-piece molecular cluster, H42O21 overall in a non-equilibrium geometry.

The max |F| comes out at 2.291 eV Å⁻¹. The value obtained for the LUMO energy is 0.22 eV. As for the HOMO energy: -10.7794 eV. As for the multiplicity: 1. The calculation puts the relative energy (zero: lowest compared OMol25 entry of this formula, charge and spin) at 244.4 kJ/mol.

Last columns: bonded neighbours and bond lengths (Å).
Geometry (Å):
1 O 2.2210 -3.1222 -0.9198  H2 0.949, H3 1.015
2 H 3.0143 -3.5756 -1.1749  O1 0.949
3 H 2.0658 -3.3641 0.0536  O1 1.015
4 O 1.9380 -3.4009 1.5678  H5 0.992, H6 0.992
5 H 1.2976 -2.8114 2.0445  O4 0.992
6 H 2.8580 -3.2785 1.9172  O4 0.992
7 O 1.2003 4.2976 -2.4732  H8 0.944, H9 0.960
8 H 1.4066 5.1064 -2.9135  O7 0.944
9 H 0.4367 3.9078 -2.9043  O7 0.960
10 O -1.1517 -1.1718 -4.0462  H11 0.959, H12 0.984
11 H -1.6592 -1.8326 -4.5208  O10 0.959
12 H -0.8319 -1.7236 -3.2966  O10 0.984
13 O -1.9469 3.9028 -1.8052  H14 0.979, H15 0.968
14 H -2.6558 3.2489 -1.6366  O13 0.979
15 H -2.3166 4.7310 -1.4657  O13 0.968
16 O 0.0775 4.2315 0.2197  H17 0.999, H18 0.950
17 H 0.7205 4.1938 -0.5442  O16 0.999
18 H -0.6310 3.6150 0.0778  O16 0.950
19 O -1.3435 -0.4592 4.4003  H20 0.984, H21 0.968
20 H -2.2254 -0.0245 4.4341  O19 0.984
21 H -0.7791 0.0858 3.8339  O19 0.968
22 O 4.3517 -0.7355 0.7734  H23 0.943, H24 0.984
23 H 4.7199 0.1219 0.9105  O22 0.943
24 H 3.4757 -0.5553 0.3617  O22 0.984
25 O 4.6401 -3.2506 1.8087  H26 0.972, H27 0.941
26 H 4.7041 -2.2912 1.6645  O25 0.972
27 H 4.9962 -3.6195 1.0200  O25 0.941
28 O -0.4936 -2.7745 -1.7401  H29 1.004, H30 0.995
29 H 0.4711 -3.0189 -1.6047  O28 1.004
30 H -1.0571 -3.5257 -1.4098  O28 0.995
31 O -2.9494 1.0908 -1.7505  H32 0.976, H33 0.959
32 H -2.6015 1.1062 -0.8384  O31 0.976
33 H -3.7860 0.6246 -1.6999  O31 0.959
34 O -2.4721 -1.2170 0.6910  H35 0.971, H36 0.988
35 H -1.8142 -1.3249 1.3976  O34 0.971
36 H -1.9662 -1.4433 -0.1265  O34 0.988
37 O 0.7926 0.3243 2.5685  H38 0.972, H39 0.967
38 H 1.1525 -0.1324 1.7891  O37 0.972
39 H 1.1363 1.2278 2.5649  O37 0.967
40 O -0.5357 1.7098 -3.5797  H41 0.962, H42 0.959
41 H -1.1942 1.3782 -2.9615  O40 0.962
42 H -0.7101 1.3707 -4.4598  O40 0.959
43 O -0.6767 -2.2129 2.4982  H44 0.950, H45 0.972
44 H -0.8977 -3.1367 2.4846  O43 0.950
45 H -0.9310 -1.8951 3.3807  O43 0.972
46 O -3.7800 1.0271 2.3006  H47 0.948, H48 0.978
47 H -4.4030 1.6060 1.8817  O46 0.948
48 H -3.2745 0.5078 1.6442  O46 0.978
49 O 1.7973 1.3469 -2.1190  H50 0.989, H51 0.983
50 H 1.0832 1.6257 -2.7433  O49 0.989
51 H 2.1309 2.2274 -1.8355  O49 0.983
52 O 1.6315 -0.2320 -0.1041  H53 0.943, H54 0.986
53 H 1.5460 -1.1344 -0.3630  O52 0.943
54 H 1.7370 0.3724 -0.8757  O52 0.986
55 O 1.2957 2.8639 2.3159  H56 0.981, H57 0.974
56 H 1.0042 3.4498 1.5857  O55 0.981
57 H 1.5448 3.5069 3.0038  O55 0.974
58 O -0.9281 1.4530 0.3963  H59 0.963, H60 0.946
59 H -0.3303 0.9501 -0.1671  O58 0.963
60 H -0.7765 1.0841 1.2545  O58 0.946
61 O -3.4287 -3.6668 -0.6561  H62 0.974, H63 0.966
62 H -3.3232 -2.9329 -0.0248  O61 0.974
63 H -3.5761 -4.4320 -0.0845  O61 0.966